Molecular formula: C22H37MnN2PSi
Method: DFT, ωB97M-V with the def2-TZVPD basis set

Output
Kohn-Sham gap (spin up / spin down)	6.5 / 6.8	eV
spin multiplicity	6
LUMO energy (spin up / spin down)	0.15 / -0.42	eV

XYZ file:
```
64
Properties=species:S:1:pos:R:3:forces:R:3
C 3.7840 1.3008 -1.8046 -0.28 0.05 0.20
C 2.6578 0.6987 -2.3722 -0.12 -0.13 0.16
C 1.5790 0.2024 -1.5966 1.04 0.82 -0.46
C 1.6921 0.2998 -0.1946 -0.22 -0.45 0.37
C 2.9068 0.7423 0.3615 0.51 0.52 -0.58
C 3.9028 1.3497 -0.4167 -0.04 -0.63 0.03
C 0.3165 -0.1766 -2.3552 -0.74 -0.17 -0.25
C 0.0460 -1.5815 -3.0473 0.46 0.21 -0.21
N 0.5176 -2.7862 -2.4420 -0.69 0.19 0.88
Mn 0.1966 0.4523 1.3543 -0.07 0.13 -3.38
C 3.2011 0.5996 1.8534 0.00 0.07 0.72
P 1.9428 -0.5658 2.5695 1.15 -0.55 -0.87
H 2.5811 0.6672 -3.4590 0.02 -0.03 0.12
H 4.7747 1.7904 0.0768 -0.18 -0.11 -0.29
H 4.5536 1.7558 -2.4295 -0.23 -0.18 0.07
H 3.1656 1.5851 2.3639 0.03 -0.50 -0.08
H 4.2063 0.1624 2.0254 -0.38 0.33 -0.13
H -0.5476 0.0271 -1.7071 0.29 -0.07 -0.01
H 0.2491 0.5273 -3.1988 -0.17 -0.01 0.28
H -1.0494 -1.7003 -3.1502 0.49 0.31 0.02
C 2.1045 -0.6798 4.3713 0.62 -0.18 0.35
C 2.4477 -2.1183 1.7444 0.19 -0.28 0.46
H 0.4305 -1.5896 -4.0843 0.01 0.52 0.18
C 1.9197 -3.0472 -2.2323 -0.40 -0.20 -0.21
C -0.4182 -3.6853 -1.8024 0.54 0.11 -0.01
H -0.5007 0.6973 2.9953 -0.92 -0.64 1.26
H 2.2100 -3.8602 -2.9300 0.45 0.26 0.38
H 2.5268 -2.1390 -2.4070 -0.29 -0.56 0.06
H 2.0707 -3.3984 -1.1891 0.19 0.17 -0.44
H -0.3194 -4.6802 -2.2739 -0.36 0.06 0.31
H -0.1797 -3.7894 -0.7234 -0.23 -0.09 -0.23
H -1.4565 -3.3133 -1.8974 0.59 -0.27 -0.02
H 3.4052 -2.4927 2.1255 -0.18 -0.06 -0.05
H 1.6545 -2.8611 1.8931 0.28 0.00 -0.03
H 2.5373 -1.9117 0.6695 -0.09 0.03 0.41
H 3.1522 -0.7451 4.6849 -0.16 -0.03 0.08
H 1.6514 0.1943 4.8580 0.08 -0.16 -0.23
H 1.5770 -1.5740 4.7273 0.09 0.18 -0.12
H -0.3189 -0.0689 2.9714 -0.71 1.03 1.32
C -2.7468 -1.7383 1.2238 -0.08 -0.05 0.06
Si -3.0610 0.1137 1.1374 0.84 0.92 -0.48
C -4.4749 0.3742 -0.0466 -0.33 -0.10 -0.12
C -3.5666 0.8310 2.7967 -0.23 -0.14 0.12
N -1.5808 0.9262 0.6238 -0.82 -0.98 0.43
C -1.4907 2.0314 -0.1992 -0.13 -0.03 0.04
C -2.2481 2.1311 -1.3864 0.16 0.35 0.11
C -2.3077 3.3348 -2.0765 0.16 -0.07 0.17
C -1.5674 4.4363 -1.6391 -0.08 -0.20 0.08
C -0.6962 4.2821 -0.5560 0.18 0.25 -0.20
C -0.6123 3.0874 0.1433 -0.60 -0.12 -0.50
H -3.4670 -2.2466 1.8767 0.10 0.08 -0.05
H -1.7384 -2.0138 1.5548 -0.07 0.04 0.00
H -2.8860 -2.1424 0.2137 0.13 0.00 0.12
H -5.4135 -0.0353 0.3515 0.18 0.04 -0.03
H -4.6306 1.4364 -0.2603 -0.01 -0.15 0.01
H -4.2575 -0.1433 -0.9872 -0.15 0.10 0.03
H -2.9625 0.3855 3.5961 -0.18 0.15 0.05
H -3.4366 1.9229 2.8190 0.02 -0.30 -0.06
H -4.6316 0.6143 2.9843 0.35 0.02 0.12
H -2.7973 1.2533 -1.7310 0.17 0.41 0.11
H -2.9442 3.4009 -2.9555 0.11 0.10 0.08
H -1.6790 5.3956 -2.1378 0.17 -0.16 0.08
H -0.0738 5.1192 -0.2487 -0.06 -0.09 -0.07
H 0.1001 2.9555 0.9712 -0.38 0.24 -0.15
```
Forces are in eV/Å.

Molecular formula: C22H37N2PPdSi
Method: DFT, ωB97M-V with the def2-TZVPD basis set

Output
Kohn-Sham gap (spin up / spin down)	5.9 / 6.4	eV
spin multiplicity	3
LUMO energy (spin up / spin down)	-0.15 / -0.66	eV

XYZ file:
```
64
Properties=species:S:1:pos:R:3:forces:R:3
C 1.7327 -3.7070 1.2966 -0.42 -0.12 0.17
C 2.2681 -2.4643 1.6048 -0.17 0.71 -0.54
C 1.8493 -1.3096 0.8828 0.66 -0.54 0.42
C 0.9012 -1.4291 -0.1353 -0.07 0.45 0.49
C 0.2872 -2.6488 -0.3423 -0.05 -0.29 -0.18
C 0.7042 -3.7855 0.3620 -0.07 0.06 -0.29
C 2.5846 -0.0118 1.1746 0.49 0.44 -0.03
C 2.5280 1.0337 0.0412 0.79 -0.16 -0.13
N 2.3708 0.5010 -1.3861 3.54 1.30 0.93
Pd 0.3792 0.3840 -1.7020 -1.58 -1.16 0.48
C -0.8040 -2.7500 -1.3740 -0.74 -0.13 -0.17
P -0.8457 -1.2463 -2.4272 0.58 0.25 0.14
H 3.0574 -2.3731 2.3629 -0.34 0.02 -0.34
H 0.2106 -4.7277 0.1268 0.22 0.03 0.15
H 2.0727 -4.6128 1.8049 -0.09 0.34 -0.12
H -1.7984 -2.8617 -0.9018 0.45 -0.11 -0.18
H -0.6398 -3.5976 -2.0627 -0.20 0.13 0.31
H 2.1237 0.4437 2.0883 0.47 -0.15 -0.67
H 3.6765 -0.1689 1.3786 -1.01 -0.33 0.13
H 1.6536 1.6350 0.2359 0.03 0.41 -0.20
C -2.4899 -1.0530 -3.0709 -0.66 -0.60 -0.63
C 0.2251 -1.7984 -3.8175 -0.94 0.23 -0.60
H 3.4444 1.7023 0.0586 -0.93 -0.80 0.30
C 3.1563 -0.7696 -1.6306 0.41 0.23 -0.30
C 2.9185 1.5876 -2.2921 0.14 -0.25 -0.14
H -1.2839 1.3457 -0.7505 1.48 -0.85 2.09
H 4.0639 -0.4895 -2.1622 0.25 -0.05 0.09
H 3.4603 -1.2638 -0.7045 -0.23 0.18 -0.32
H 2.6753 -1.5106 -2.2973 -0.18 0.64 0.63
H 3.8946 1.1950 -2.6557 -0.42 0.98 0.15
H 2.2781 1.7748 -3.1890 0.47 -0.19 0.87
H 3.0168 2.5078 -1.6873 0.08 -0.37 -0.60
H -0.3801 -2.3728 -4.5110 0.03 -0.58 -0.20
H 0.5950 -0.8928 -4.3193 -0.27 -0.66 -0.04
H 1.0807 -2.3590 -3.4412 -0.17 -0.02 -0.01
H -2.8300 -2.0291 -3.4271 -0.37 0.09 -0.14
H -3.1775 -0.6640 -2.3151 0.21 -0.07 -0.15
H -2.4444 -0.3521 -3.9098 -0.06 -0.08 0.12
H 1.4429 0.0273 -3.3567 -0.56 0.56 0.81
C -3.1586 -1.1596 0.6991 -0.29 -0.20 0.06
Si -2.8681 0.6435 1.0796 0.69 0.53 -0.36
C -3.7814 1.7473 -0.1303 -0.36 -0.13 0.14
C -3.5825 1.0062 2.7594 -0.10 -0.05 0.26
N -1.1866 1.0710 0.9328 -1.02 -0.48 -1.97
C -0.5112 1.8748 1.8016 0.64 1.22 -0.55
C 0.2062 3.0051 1.3142 -0.16 -0.52 0.30
C 0.9854 3.7716 2.1657 -0.37 -0.17 -0.04
C 0.9250 3.5208 3.5291 0.62 0.11 1.01
C 0.1833 2.4562 4.0616 0.04 0.40 -0.35
C -0.4871 1.6186 3.1949 -0.52 -0.32 -0.40
H -4.0614 -1.4447 1.2599 0.16 -0.14 -0.19
H -2.3282 -1.7943 1.0332 -0.15 0.17 -0.03
H -3.3547 -1.3481 -0.3628 0.05 -0.01 0.26
H -4.8423 1.7118 0.1529 0.03 0.19 -0.33
H -3.4195 2.7845 -0.0638 -0.14 -0.30 0.05
H -3.6702 1.4100 -1.1667 -0.06 0.08 0.08
H -3.2098 0.3207 3.5313 -0.19 0.16 -0.11
H -3.3838 2.0372 3.0785 -0.06 -0.22 -0.04
H -4.6684 0.8679 2.6612 0.15 0.04 0.18
H 0.1419 3.2334 0.2524 0.02 -0.09 0.10
H 1.6123 4.5640 1.7483 -0.28 -0.12 0.30
H 1.5025 4.1366 4.2155 -0.09 -0.02 -0.14
H 0.0880 2.2911 5.1435 0.28 0.13 -0.53
H -1.0887 0.7855 3.5603 0.36 0.17 -0.01
```
Forces are in eV/Å.

Molecular formula: C22H37N8PReS
Method: DFT, ωB97M-V with the def2-TZVPD basis set

Output
ΔE to the lowest compared entry with this formula, charge and spin	0.0	kcal per mole
Kohn-Sham gap (spin up / spin down)	7.2 / 7.1	eV
spin multiplicity	2
charge	+2
LUMO energy (spin up / spin down)	-7.32 / -7.45	eV

XYZ file:
```
70
Properties=species:S:1:pos:R:3:forces:R:3
Re -0.6669 1.6475 1.8865 0.59 0.63 0.14
N -3.7547 4.0111 -0.0020 -0.01 -0.02 0.00
C -2.6614 3.6030 0.6250 0.30 0.03 0.20
S -2.8464 2.3007 1.8647 -0.02 0.04 -0.35
N -1.5084 4.1815 0.3874 -0.41 -0.01 -0.11
N -0.5163 3.6309 1.1339 -0.43 -0.80 0.14
C 0.5307 4.3084 1.4108 0.37 0.13 0.14
C 1.5012 3.6580 2.2910 0.04 0.03 -0.05
C 2.6660 4.2559 2.7242 -0.02 0.10 -0.06
C 3.5049 3.5532 3.5798 0.00 -0.12 0.06
C 3.1474 2.2755 3.9875 0.08 0.12 -0.04
C 1.9563 1.7400 3.5361 -0.05 0.07 -0.04
N 1.1523 2.4134 2.7000 -0.28 -0.26 0.04
H -4.6508 3.6038 0.2044 -0.01 0.02 0.01
H -3.7098 4.8088 -0.6183 -0.01 -0.01 -0.01
H 0.6473 5.3244 1.0512 0.02 0.00 0.01
H 2.9037 5.2593 2.3979 0.03 -0.01 0.01
H 4.4250 4.0015 3.9301 -0.01 0.01 0.00
H 3.7733 1.7014 4.6551 -0.01 0.00 0.01
H 1.6235 0.7573 3.8421 -0.03 0.02 -0.01
N -0.3529 0.1555 1.0787 -0.09 0.11 0.06
P -0.0782 -0.8573 -0.2350 -0.09 -0.07 -0.10
N -1.2039 -2.0003 -0.1239 -0.06 -0.06 -0.01
C -1.7444 -2.6875 -1.3129 -0.08 -0.02 -0.01
C -3.2656 -2.6445 -1.2822 0.00 0.02 0.00
C -3.8043 -3.2149 0.0276 -0.03 0.00 0.00
C -3.1808 -2.5114 1.2305 0.01 0.04 0.00
C -1.6634 -2.5805 1.1550 -0.03 -0.02 -0.08
N -0.2247 0.0245 -1.5795 -0.11 0.02 0.03
C -1.3917 0.9183 -1.7185 0.02 0.05 -0.11
C -2.0466 0.7655 -3.0850 0.00 -0.04 0.01
C -1.0301 0.9337 -4.2084 -0.03 -0.01 -0.02
C 0.1127 -0.0568 -4.0249 -0.01 -0.02 0.05
C 0.7705 0.1153 -2.6627 0.04 0.02 -0.08
N 1.4174 -1.4429 -0.1023 0.21 0.06 -0.06
C 1.6674 -2.8681 0.2464 0.00 0.01 -0.03
C 3.1444 -3.1660 0.0539 -0.01 -0.01 -0.01
C 4.0110 -2.3270 1.0008 0.00 0.00 0.03
C 3.4273 -0.9153 1.1963 -0.05 -0.03 0.02
C 2.5688 -0.5209 0.0039 0.02 -0.08 0.11
H -1.3997 -3.7270 -1.3035 0.03 0.01 0.02
H -1.3466 -2.2121 -2.2093 -0.02 -0.02 0.02
H -3.6550 -3.2038 -2.1340 0.00 0.01 0.00
H -3.5974 -1.6065 -1.3934 0.02 0.00 -0.02
H -3.5785 -4.2847 0.0783 0.00 0.00 0.00
H -4.8900 -3.1240 0.0549 0.00 -0.01 0.01
H -3.5161 -2.9673 2.1631 0.01 -0.01 -0.01
H -3.4853 -1.4592 1.2533 0.00 -0.01 0.00
H -1.3356 -3.6250 1.1913 0.04 0.02 0.00
H -1.1932 -2.0559 1.9842 0.02 0.05 0.01
H -1.0607 1.9570 -1.5815 0.03 -0.02 0.02
H -2.1078 0.6885 -0.9286 -0.02 -0.01 0.04
H -2.8511 1.4980 -3.1689 0.00 0.00 0.00
H -2.5040 -0.2262 -3.1561 -0.02 0.02 0.02
H -0.6382 1.9561 -4.2094 0.00 0.00 0.01
H -1.5130 0.7800 -5.1731 0.01 0.02 -0.01
H 0.8732 0.0695 -4.7964 0.00 0.02 0.00
H -0.2669 -1.0793 -4.1154 0.01 0.00 -0.01
H 1.2551 1.0972 -2.6098 0.01 -0.01 0.02
H 1.5290 -0.6485 -2.5121 0.01 -0.01 0.06
H 1.0596 -3.4987 -0.4008 -0.01 0.00 0.02
H 1.3766 -3.0629 1.2831 0.00 0.01 0.01
H 3.4054 -2.9754 -0.9898 0.02 0.01 0.01
H 3.3159 -4.2283 0.2240 -0.01 0.00 0.00
H 5.0255 -2.2700 0.6070 0.00 0.02 -0.01
H 4.0820 -2.8252 1.9684 0.02 0.00 0.00
H 4.2171 -0.1762 1.3379 0.02 -0.02 -0.01
H 2.7983 -0.8896 2.0931 0.01 0.01 -0.02
H 3.1620 -0.5528 -0.9127 -0.03 0.01 -0.03
H 2.1896 0.4976 0.1108 -0.02 0.03 -0.02
```
Forces are in eV/Å.

| no. | strongest force on any atom (hartree/bohr) |
| --- | --- |
| 1 | 0.066 |
| 2 | 0.075 |
| 3 | 0.018 |